w.
12
Properties=species:S:1:pos:R:3:mulliken_charge:R:1 method="wB97M-V/def2-TZVPD" smiles="S=CCCC=S" gap_ev=8.343 charge=0 lumo_ev=-0.539 e_homo_ev=-8.882
H 1.878 -0.676 0.748 0.311
H 1.804 0.013 -1.719 0.278
H 2.125 1.030 0.398 0.315
S -0.095 1.673 2.257 -0.230
C 0.910 0.059 -1.051 -0.403
S -1.318 -1.388 -1.931 -0.176
H 0.281 0.870 -1.405 0.343
C 0.215 0.401 1.356 -0.248
H -0.463 -0.446 1.348 0.279
H 0.742 -2.126 -1.022 0.299
C 0.208 -1.224 -1.317 -0.374
C 1.374 0.226 0.420 -0.397

x.
12
Properties=species:S:1:pos:R:3:mulliken_charge:R:1 method="wB97M-V/def2-TZVPD" smiles="S=C/C=C/CS" gap_ev=7.971 charge=0 lumo_ev=-0.772 e_homo_ev=-8.743
H 1.398 1.500 -0.389 0.378
S -3.719 -0.216 -0.241 -0.237
H 2.201 0.076 -1.068 0.311
C -2.170 -0.679 -0.209 -0.333
S 2.496 0.082 1.223 -0.187
H -1.876 -1.768 -0.325 0.204
C -1.015 0.202 -0.106 0.097
H -1.129 1.261 0.141 0.327
C 0.246 -0.303 -0.338 -0.128
C 1.526 0.446 -0.280 -0.796
H 1.700 0.771 2.064 0.135
H 0.342 -1.373 -0.471 0.229

x has the most favorable energy; the next structure is 0.241 eV above.

w.
9
Properties=species:S:1:pos:R:3:mulliken_charge:R:1 method="wB97M-V/def2-TZVPD" smiles="Cl[SiH](Br)Br.C=O" gap_ev=10.715 charge=0 lumo_ev=0.371 e_homo_ev=-10.344
Si 4.015 -0.088 0.569 0.698
H -1.842 -0.286 -0.997 0.261
O -0.449 -0.319 0.526 -0.367
H -0.107 0.147 -1.361 0.144
Br 5.209 -1.471 -0.689 -0.203
Br 3.610 1.787 -0.491 -0.169
C -0.865 -0.147 -0.571 -0.038
H 2.854 -0.753 1.018 -0.099
Cl 4.978 0.163 2.374 -0.227

x.
9
Properties=species:S:1:pos:R:3:mulliken_charge:R:1 method="wB97M-V/def2-TZVPD" gap_ev="7.502 / 7.502" charge=0 lumo_ev="-1.276 / -1.276" e_homo_ev="-8.778 / -8.777"
Br 4.063 -2.507 0.214 -0.140
O 0.325 -1.581 0.625 -0.554
Br 3.497 0.656 1.623 -0.116
C -0.116 -0.421 0.124 -0.456
H -0.199 0.436 0.897 0.201
H -1.020 -0.573 -0.505 0.246
H 0.739 -0.049 -0.568 0.153
Cl 2.225 -2.334 3.072 -0.110
Si 2.731 -1.350 1.457 0.775

w has the most favorable energy; the next structure is 1.801 eV above.

w.
47
Properties=species:S:1:pos:R:3:mulliken_charge:R:1 method="wB97M-V/def2-TZVPD" smiles="O=C(N[C@H]1CC[C@@H](O)CC1)c1ccccc1OCc1ccc(F)cc1" gap_ev=9.493 charge=0 lumo_ev=0.742 e_homo_ev=-8.751
H 4.518 -1.727 -2.032 0.468
O -6.076 0.567 0.805 -0.566
C -4.692 0.089 -1.060 -0.795
H -3.338 -0.505 -2.628 0.357
H 7.204 -0.021 0.809 0.424
C 5.144 -0.136 1.423 -0.538
H -5.810 -1.352 0.089 0.200
C 1.419 1.005 0.527 0.850
H 2.628 4.092 -0.117 0.392
C 4.679 -1.285 -1.062 -0.734
O 1.490 -0.076 1.349 -0.378
C 0.980 3.194 -1.143 -0.744
H -2.066 0.710 -0.330 0.328
C -4.069 -0.758 1.217 -0.771
C 3.861 -0.528 1.069 0.395
H 2.632 -1.406 -0.451 0.542
C 2.220 2.137 0.628 -0.685
C 2.704 -0.337 2.020 -0.877
H -4.292 -1.826 -1.948 0.392
N -1.677 -0.179 -0.602 0.026
C -3.741 -0.917 -1.701 -0.938
H -1.986 -2.089 -1.217 0.417
C 6.201 -0.319 0.549 -0.612
C 1.997 3.220 -0.206 -0.720
C -5.229 -0.432 0.272 0.284
H -3.659 -2.717 0.429 0.419
C -2.587 -1.291 -0.766 -0.249
H -6.396 0.279 1.667 0.340
H 2.929 0.448 2.756 0.395
H -3.534 0.165 1.450 0.274
H -4.192 1.042 -0.877 0.324
H -4.462 -1.157 2.157 0.448
H 5.324 0.313 2.390 0.380
H 2.513 -1.268 2.565 0.380
C -0.335 -0.317 -0.663 0.249
F 6.976 -1.063 -1.544 -0.333
H -5.533 0.288 -1.724 0.339
C 3.633 -1.105 -0.176 -0.081
H 0.810 4.044 -1.785 0.400
C 0.194 2.061 -1.264 -0.200
H 3.020 2.182 1.350 0.358
H -2.285 -1.971 1.253 0.388
C 0.413 0.963 -0.448 0.238
C 5.949 -0.890 -0.684 0.398
C -3.125 -1.777 0.585 -0.998
O 0.222 -1.367 -0.915 -0.717
H -0.579 2.014 -2.018 0.536

x.
47
Properties=species:S:1:pos:R:3:mulliken_charge:R:1 method="wB97M-V/def2-TZVPD" smiles="COc1ccc(CNC(=O)/C=C/c2ccc(OCCCF)cc2)cc1" gap_ev=8.541 charge=0 lumo_ev=0.405 e_homo_ev=-8.136
C -7.824 2.176 0.774 -0.401
H 4.565 -3.087 -0.159 0.405
H -7.041 -0.377 0.256 0.362
H -1.599 -1.429 -1.996 0.302
H 2.610 -1.912 -1.105 0.258
O 1.653 -2.264 1.871 -0.695
C 6.044 1.481 0.167 0.870
O 6.591 2.729 0.164 -0.448
C 5.841 -0.812 -0.521 -0.927
N 2.687 -2.182 -0.137 -0.152
C 0.344 -1.781 -0.053 -0.789
C 4.955 1.297 1.023 -0.651
O -5.828 -0.167 -1.414 -0.448
C -2.093 -1.246 0.091 1.022
H 4.626 2.133 1.618 0.430
C 1.594 -2.089 0.667 0.653
H 8.547 2.343 -0.414 0.336
H 3.906 -2.629 1.437 0.354
C 7.693 2.978 -0.673 -0.837
H -0.734 -1.691 1.702 0.383
H -7.775 0.220 -1.247 0.376
C 6.485 0.413 -0.605 -0.278
H -5.148 -0.345 1.253 0.400
C -3.615 -0.827 -1.736 -0.707
C -0.794 -1.592 0.625 -0.226
H -8.803 2.030 0.306 0.283
H -3.832 -0.783 -2.792 0.420
C 4.765 -1.000 0.329 0.391
H 6.195 -1.632 -1.130 0.293
H -6.652 2.392 -1.004 0.299
C -4.641 -0.506 -0.841 0.792
C -4.385 -0.572 0.526 -0.326
H 7.959 4.021 -0.508 0.239
F -7.826 1.426 1.927 -0.291
H -7.704 3.219 1.081 0.300
C -6.891 0.284 -0.606 -0.753
H -2.948 -0.989 2.037 0.343
H 7.439 2.833 -1.728 0.337
H -5.745 1.813 0.399 0.368
C -6.692 1.731 -0.138 -0.337
C 4.328 0.074 1.101 -0.258
C -3.131 -0.943 0.973 -1.076
C -2.369 -1.186 -1.280 -0.509
H 0.403 -1.694 -1.129 0.166
H 3.490 -0.063 1.767 0.476
C 4.028 -2.312 0.397 -1.120
H 7.323 0.519 -1.276 0.373

w has the most favorable energy; the next structure is 1.204 eV above.

w.
21
Properties=species:S:1:pos:R:3:mulliken_charge:R:1 method="wB97M-V/def2-TZVPD" smiles="COC(C)=O.CC(C)=O" gap_ev=9.467 charge=0 lumo_ev=0.652 e_homo_ev=-8.815
H 1.878 -1.223 0.464 0.326
H 1.797 2.608 -0.130 0.341
H 1.219 -0.977 -1.250 0.309
C -1.376 1.405 -0.927 -0.799
H -1.102 -2.706 1.497 0.366
C -1.101 -1.620 1.404 -1.202
O 0.856 1.095 1.833 -0.500
O -0.806 0.793 0.237 -0.291
H 0.997 -2.451 -0.368 0.449
O -1.369 -1.624 -0.985 -0.588
H -2.093 -1.228 1.637 0.308
H 1.188 1.515 -1.430 0.309
H -2.335 0.914 -1.096 0.278
C 1.555 1.580 -0.411 -1.035
H -1.575 2.459 -0.734 0.291
H -0.814 1.255 -1.849 0.367
C 1.063 -1.368 -0.246 -1.244
H -0.370 -1.207 2.097 0.308
H 2.491 1.023 -0.382 0.352
C 0.674 0.989 0.650 0.702
C -0.775 -1.230 -0.011 0.951

x.
21
Properties=species:S:1:pos:R:3:mulliken_charge:R:1 method="wB97M-V/def2-TZVPD" gap_ev=9.239 charge=0 lumo_ev=0.749 e_homo_ev=-8.490
H 3.358 1.215 0.960 0.304
H -0.586 2.011 -1.253 0.345
C -2.810 -0.020 0.050 -1.474
H -0.760 -2.767 -0.679 0.277
H -1.123 -2.086 1.055 0.341
C -0.461 -2.174 0.233 -1.482
H 3.750 0.301 -0.457 0.311
C 1.331 -0.470 -0.276 -0.271
O 1.726 0.867 -0.400 -0.261
H -3.591 0.726 -0.175 0.401
C 3.094 1.073 -0.115 -0.738
H 3.411 2.063 -0.543 0.239
C 0.049 -0.870 -0.130 0.593
H 2.202 -1.108 -0.381 0.260
H -0.192 1.623 1.182 0.391
H -2.762 -0.859 -0.670 0.291
H -2.968 -0.384 1.027 0.373
O -1.162 1.455 1.164 -0.529
O -1.438 1.463 -1.197 -0.511
H 0.407 -2.746 0.570 0.445
C -1.472 0.688 0.036 0.695

w has the most favorable energy; the next structure is 0.835 eV above.

w.
20
Properties=species:S:1:pos:R:3:mulliken_charge:R:1 method="wB97M-V/def2-TZVPD" gap_ev=9.479 charge=0 lumo_ev=0.487 e_homo_ev=-8.992
C 2.846 0.268 0.176 -0.161
C -1.957 0.828 0.511 -0.855
H 1.397 -2.711 0.403 0.437
H 3.969 0.280 0.640 0.130
C 2.686 -1.174 0.150 -0.202
H -2.827 1.386 0.768 0.419
C 1.867 1.052 -0.129 -0.727
H -3.248 -1.434 1.188 0.246
C -3.088 -1.294 0.027 -0.993
C -0.726 1.503 -0.042 0.515
C -1.938 -0.429 0.051 0.646
C 0.370 -0.738 -0.371 0.681
C 1.437 -1.737 0.062 -0.728
O -0.407 2.709 -0.083 -0.638
H 1.845 2.148 -0.013 0.377
H -4.079 -0.640 -0.678 0.275
H -2.924 -2.393 -0.633 0.268
H 3.757 -1.755 0.278 0.221
O -0.843 -1.238 -0.207 -0.286
C 0.524 0.613 -0.374 0.374

x.
20
Properties=species:S:1:pos:R:3:mulliken_charge:R:1 method="wB97M-V/def2-TZVPD" smiles="CC1C(=O)c2ccccc2C1=O" gap_ev=8.901 charge=0 lumo_ev=-0.556 e_homo_ev=-9.457
C 0.487 -0.421 -0.598 0.140
H 0.803 -3.691 -0.813 0.361
H -1.266 -3.668 -0.460 0.408
O -1.874 1.338 1.309 -0.650
C 0.366 2.827 1.012 -1.048
C -1.469 -1.569 0.218 -0.365
C 0.480 -2.693 -0.753 -0.422
C -0.801 -0.514 -0.041 0.261
H 2.234 -1.399 -1.063 0.627
C 1.254 -1.546 -0.893 -0.827
H 1.444 3.169 0.509 0.255
H 0.489 2.144 1.955 0.249
C -0.737 -2.763 -0.297 -0.398
H -0.707 2.483 -0.788 0.223
C 1.044 0.882 -0.689 0.562
C -1.122 0.820 0.426 0.177
O 2.213 1.080 -0.885 -0.596
C 0.011 1.823 -0.083 0.290
H -0.413 3.501 1.172 0.362
H -2.437 -1.804 0.761 0.391

x has the most favorable energy; the next structure is 2.105 eV above.

w.
17
Properties=species:S:1:pos:R:3:mulliken_charge:R:1 method="wB97M-V/def2-TZVPD" gap_ev=9.344 charge=+1 lumo_ev=-3.048 e_homo_ev=-12.393
O 0.371 -0.322 2.991 -0.593
C -0.023 -0.989 -0.934 -0.509
H 1.785 2.428 0.485 0.329
H -0.938 0.827 -1.698 0.313
H -1.710 -0.159 -3.551 0.239
H -0.034 -0.796 3.734 0.315
H 0.242 -1.995 -1.210 0.316
H -0.531 -0.879 1.012 0.413
H 0.519 0.529 3.431 0.306
O 0.856 2.197 0.647 -0.677
H 0.715 2.842 1.358 0.318
H 0.323 0.469 0.453 0.278
N -1.077 -0.722 -3.011 -0.453
H 1.107 -0.958 0.817 0.391
H -1.237 -1.709 -3.130 0.212
C -0.616 -0.198 -1.835 -0.017
N 0.248 -0.563 0.443 -0.181

x.
17
Properties=species:S:1:pos:R:3:mulliken_charge:R:1 method="wB97M-V/def2-TZVPD" gap_ev=9.373 charge=+1 lumo_ev=-3.515 e_homo_ev=-12.889
C -1.201 -0.970 1.548 -0.076
H 1.708 -1.219 0.129 0.439
C -0.030 -0.723 0.907 -0.543
H -1.822 -1.727 1.199 0.309
N 0.898 -1.774 0.574 -0.241
H 0.612 -2.502 -0.070 0.333
H 0.993 0.173 -1.362 0.335
H -0.537 3.759 -2.846 0.316
H -2.965 -0.240 2.202 0.247
H 0.205 0.342 0.826 0.315
N -1.992 -0.372 2.514 -0.388
H 1.344 -2.143 1.412 0.382
H 2.300 -0.025 -1.838 0.356
H 0.348 4.225 -3.930 0.321
O 0.374 3.761 -3.103 -0.634
H -1.804 0.010 3.401 0.216
O 1.568 -0.575 -1.564 -0.687

w has the most favorable energy; the next structure is 2.188 eV above.